Model w:
{
  "formula": "C18H57N3O9",
  "method": "ωB97M-V/def2-TZVPD",
  "species": ["C", "O", "C", "C", "C", "N", "H", "H", "H", "H", "H", "H", "H", "H", "H", "H", "H", "C", "O", "C", "C", "C", "N", "H", "H", "H", "H", "H", "H", "H", "H", "H", "H", "H", "C", "O", "C", "C", "C", "N", "H", "H", "H", "H", "H", "H", "H", "H", "H", "H", "H", "C", "O", "H", "H", "H", "H", "C", "O", "H", "H", "H", "H", "C", "O", "H", "H", "H", "H", "C", "O", "H", "H", "H", "H", "C", "O", "H", "H", "H", "H", "C", "O", "H", "H", "H", "H"],
  "coordinates": [[3.988, 6.420, 3.107], [3.682, 5.037, 2.772], [4.542, 4.471, 1.826], [4.090, 3.096, 1.557], [5.231, 2.332, 0.735], [2.993, 3.102, 0.651], [3.171, 6.522, 3.822], [3.865, 7.110, 2.272], [5.019, 6.453, 3.458], [4.626, 5.104, 0.944], [5.547, 4.402, 2.242], [3.685, 2.617, 2.449], [5.313, 2.860, -0.215], [4.817, 1.339, 0.560], [6.145, 2.217, 1.317], [2.424, 2.390, 1.086], [2.396, 3.910, 0.757], [1.962, -6.059, -3.141], [1.390, -4.894, -3.673], [2.300, -4.143, -4.282], [3.115, -3.385, -3.164], [2.299, -2.682, -2.156], [4.052, -2.482, -3.860], [2.501, -6.725, -3.815], [1.101, -6.609, -2.760], [2.517, -5.880, -2.220], [2.759, -4.677, -5.114], [1.686, -3.444, -4.850], [3.743, -4.087, -2.615], [2.814, -2.426, -1.231], [1.323, -3.110, -1.929], [2.015, -1.700, -2.535], [4.785, -2.272, -3.199], [3.571, -1.671, -4.222], [-1.720, 5.482, -3.851], [-2.301, 4.161, -3.828], [-3.219, 3.953, -2.735], [-3.881, 2.597, -3.251], [-4.964, 2.574, -4.384], [-4.463, 1.806, -2.133], [-2.419, 6.313, -3.946], [-0.983, 5.609, -4.643], [-1.311, 5.635, -2.852], [-2.895, 3.999, -1.695], [-4.079, 4.622, -2.737], [-3.087, 1.966, -3.649], [-5.950, 2.832, -3.997], [-5.053, 1.649, -4.954], [-4.674, 3.297, -5.146], [-5.255, 2.228, -1.670], [-4.782, 0.999, -2.650], [-0.016, -2.687, 7.299], [-0.512, -3.900, 6.796], [1.012, -2.807, 7.639], [0.023, -1.975, 6.475], [-0.611, -2.216, 8.081], [-1.010, -4.337, 7.490], [-1.943, 4.187, 5.083], [-2.784, 3.118, 5.418], [-2.541, 5.099, 5.084], [-1.098, 4.204, 5.771], [-1.628, 4.065, 4.046], [-2.575, 2.447, 4.764], [1.209, -4.492, 2.653], [0.360, -3.465, 3.059], [1.430, -4.472, 1.586], [2.032, -4.186, 3.298], [0.764, -5.468, 2.843], [0.065, -3.628, 3.958], [-2.345, -2.105, -4.068], [-2.339, -3.460, -3.808], [-1.762, -1.895, -4.965], [-3.372, -1.749, -4.155], [-1.925, -1.556, -3.225], [-1.440, -3.778, -3.696], [-1.435, 0.712, 1.434], [-0.485, 0.418, 2.484], [-2.327, 0.124, 1.647], [-1.648, 1.770, 1.283], [-1.023, 0.447, 0.460], [-0.086, -0.435, 2.298], [-4.179, -4.927, 0.937], [-5.469, -5.313, 1.419], [-3.860, -3.890, 1.043], [-3.381, -5.488, 1.423], [-4.052, -5.040, -0.140], [-5.483, -6.178, 1.836]],
  "e_homo_ev": -9.07,
  "e_lumo_ha": 0.013,
  "orbital_gap_ev": 9.417,
  "spin_multiplicity": 1
}

***

Model x:
{
  "formula": "C18H57N3O9",
  "method": "ωB97M-V/def2-TZVPD",
  "species": ["C", "O", "C", "C", "C", "N", "H", "H", "H", "H", "H", "H", "H", "H", "H", "H", "H", "C", "O", "C", "C", "C", "N", "H", "H", "H", "H", "H", "H", "H", "H", "H", "H", "H", "C", "O", "C", "C", "C", "N", "H", "H", "H", "H", "H", "H", "H", "H", "H", "H", "H", "C", "O", "H", "H", "H", "H", "C", "O", "H", "H", "H", "H", "C", "O", "H", "H", "H", "H", "C", "O", "H", "H", "H", "H", "C", "O", "H", "H", "H", "H", "C", "O", "H", "H", "H", "H"],
  "coordinates": [[4.705, 0.999, 1.216], [3.806, 2.015, 1.644], [2.585, 2.058, 0.955], [1.621, 2.923, 1.724], [2.096, 4.401, 1.826], [1.359, 2.292, 3.121], [5.017, 1.180, 0.173], [4.178, -0.001, 1.257], [5.489, 0.961, 1.933], [2.642, 2.418, -0.082], [2.233, 1.025, 0.909], [0.601, 2.730, 1.253], [3.032, 4.324, 2.306], [1.402, 5.018, 2.396], [2.225, 4.781, 0.801], [1.866, 2.805, 3.848], [0.411, 2.502, 3.340], [0.234, 2.799, -7.216], [0.602, 1.889, -6.215], [-0.156, 0.752, -6.028], [0.631, -0.010, -4.894], [2.032, -0.406, -5.295], [-0.126, -1.165, -4.418], [-0.292, 2.281, -8.031], [1.123, 3.410, -7.568], [-0.492, 3.504, -6.884], [-1.217, 0.857, -5.735], [-0.183, 0.134, -6.952], [0.694, 0.729, -4.061], [2.604, -0.539, -4.338], [2.517, 0.388, -5.848], [2.055, -1.350, -5.807], [0.266, -2.045, -4.031], [-0.793, -0.781, -3.775], [-2.582, 2.703, 1.389], [-2.788, 1.548, 2.098], [-3.855, 1.591, 3.045], [-4.025, 0.111, 3.547], [-5.267, 0.162, 4.407], [-2.784, -0.256, 4.324], [-2.291, 3.522, 2.135], [-3.410, 3.152, 0.795], [-1.821, 2.631, 0.667], [-3.677, 2.132, 3.943], [-4.838, 1.833, 2.593], [-4.224, -0.570, 2.714], [-5.157, 0.974, 5.106], [-5.485, -0.782, 4.910], [-6.146, 0.335, 3.800], [-2.063, -0.495, 3.631], [-3.061, -1.031, 4.918], [4.905, -3.007, 0.326], [4.476, -2.519, 1.576], [4.633, -2.298, -0.460], [6.009, -3.143, 0.365], [4.429, -3.977, 0.090], [4.700, -3.203, 2.207], [-3.253, -0.468, -1.370], [-1.973, -0.637, -0.820], [-4.014, -0.308, -0.610], [-3.207, 0.439, -1.961], [-3.568, -1.312, -1.987], [-2.056, -0.951, 0.130], [1.116, -1.431, 2.860], [0.224, -0.318, 2.867], [1.992, -1.293, 3.451], [0.564, -2.360, 3.115], [1.566, -1.533, 1.837], [0.632, 0.573, 3.029], [-1.103, -3.843, -0.677], [-0.378, -2.867, -1.420], [-0.576, -4.720, -0.809], [-1.271, -3.539, 0.381], [-2.102, -4.005, -1.220], [-0.856, -2.033, -1.281], [-2.458, -2.848, 2.373], [-1.888, -1.674, 1.795], [-1.745, -3.288, 3.019], [-3.330, -2.696, 3.019], [-2.739, -3.615, 1.622], [-1.056, -1.488, 2.271], [1.858, -0.708, -1.421], [2.107, -1.752, -2.243], [1.678, -1.051, -0.396], [2.825, -0.127, -1.432], [1.124, 0.011, -1.781], [1.444, -2.448, -1.990]],
  "e_homo_ev": -8.21,
  "e_lumo_ha": 0.022,
  "orbital_gap_ev": 8.815,
  "spin_multiplicity": 1
}

***

Short version: model w is the least stable of them.

***

Model w:
{
  "formula": "C4H13N2O2",
  "method": "ωB97M-V/def2-TZVPD",
  "species": ["C", "N", "C", "O", "C", "N", "C", "H", "H", "H", "H", "H", "H", "H", "H", "H", "H", "H", "H", "H", "O"],
  "coordinates": [[-0.876, -0.675, -0.083], [0.616, -0.395, 0.120], [0.904, 0.894, 0.891], [0.565, 0.802, 2.152], [-1.543, 0.154, -1.204], [-0.779, -0.212, -2.428], [-0.086, 1.122, -2.875], [-0.993, -1.785, -0.300], [-1.349, -0.584, 0.906], [0.981, -1.133, 0.637], [2.004, 1.005, 0.865], [0.313, 1.781, 0.462], [-2.610, -0.159, -1.467], [-1.573, 1.291, -0.970], [-0.024, -0.893, -2.243], [0.574, 0.881, -3.698], [-0.763, 1.880, -3.222], [0.624, 1.444, -2.091], [0.835, -0.444, 2.599], [0.185, -1.885, 3.327], [1.002, -1.567, 2.971]],
  "e_homo_ev": -3.87,
  "e_lumo_ha": 0.142,
  "orbital_gap_ev": 7.739,
  "spin_multiplicity": 1,
  "charge": -1
}

***

Model x:
{
  "formula": "C4H13N2O2",
  "method": "ωB97M-V/def2-TZVPD",
  "species": ["C", "C", "C", "O", "N", "C", "N", "H", "H", "H", "H", "H", "H", "H", "H", "H", "H", "H", "H", "H", "O"],
  "coordinates": [[0.531, 1.469, 1.007], [0.693, -0.004, 1.559], [1.679, -0.903, 0.643], [1.086, -1.940, 0.011], [-0.581, 1.763, 0.063], [-0.604, 0.742, -1.009], [-1.550, 1.171, -2.052], [0.376, 1.962, 1.975], [1.363, 1.694, 0.328], [1.080, 0.001, 2.584], [-0.262, -0.509, 1.471], [2.318, -0.302, -0.091], [2.509, -1.307, 1.275], [-1.532, 1.894, 0.379], [0.389, 0.481, -1.388], [-0.983, -0.131, -0.496], [-2.381, 0.597, -2.024], [-1.149, 1.075, -2.979], [-0.440, -2.323, 0.121], [-1.172, -2.887, -1.126], [-1.371, -2.543, -0.252]],
  "e_homo_ev": -2.98,
  "e_lumo_ha": 0.149,
  "orbital_gap_ev": 7.038,
  "spin_multiplicity": 1,
  "charge": -1
}

***

Short version: model w is the least stable of them.

***

Model w:
{
  "formula": "C11H14NO",
  "method": "ωB97M-V/def2-TZVPD",
  "species": ["C", "C", "C", "C", "C", "C", "C", "C", "C", "C", "C", "N", "O", "H", "H", "H", "H", "H", "H", "H", "H", "H", "H", "H", "H", "H", "H"],
  "coordinates": [[3.228, -1.436, 0.270], [1.974, -1.682, 0.892], [3.268, -0.210, -0.492], [1.014, -0.639, 0.945], [2.299, 0.766, -0.544], [1.221, 0.619, 0.329], [-3.012, -0.226, 0.779], [-2.639, 0.918, 0.251], [-2.311, -1.285, -0.048], [-1.686, -0.516, -1.276], [0.331, 1.668, 0.469], [-1.716, 0.870, -0.846], [0.446, 2.870, 0.037], [4.053, -2.207, 0.309], [1.886, -2.518, 1.482], [4.034, -0.091, -1.217], [0.178, -0.914, 1.555], [2.284, 1.629, -1.197], [-3.706, -0.418, 1.635], [-2.988, 1.972, 0.595], [-1.544, -1.746, 0.629], [-3.003, -2.211, -0.253], [-0.588, -0.796, -1.275], [-2.283, -0.720, -2.170], [-0.338, 1.694, 1.301], [-1.505, 1.608, -1.532], [1.103, 3.002, -0.627]],
  "e_homo_ev": [-11.57, -11.57],
  "e_lumo_ha": [-0.193, -0.193],
  "orbital_gap_ev": [6.334, 6.336],
  "spin_multiplicity": 1,
  "charge": 1
}

***

Model x:
{
  "formula": "C11H14NO",
  "method": "ωB97M-V/def2-TZVPD",
  "species": ["C", "C", "N", "C", "C", "C", "C", "C", "C", "C", "C", "C", "O", "H", "H", "H", "H", "H", "H", "H", "H", "H", "H", "H", "H", "H", "H"],
  "coordinates": [[0.282, -2.002, -1.926], [-0.600, -1.143, -1.022], [-2.053, -1.536, -1.349], [-0.326, -0.363, 0.061], [-1.355, 0.126, 0.945], [-1.147, 0.675, 2.131], [0.113, 0.811, 2.744], [1.174, 0.364, 2.047], [1.079, -0.145, 0.585], [1.888, 0.896, -0.225], [1.129, 2.236, -0.353], [-0.026, 2.518, -0.919], [-0.985, 2.800, -1.490], [1.179, -2.305, -1.381], [-0.156, -2.832, -2.337], [0.878, -1.413, -2.580], [-2.052, -1.794, -2.333], [-2.612, -0.654, -1.320], [-2.296, -2.176, -0.667], [-2.458, 0.013, 0.783], [-1.973, 0.961, 2.754], [0.263, 1.080, 3.682], [2.180, 0.214, 2.219], [1.739, -0.936, 0.446], [2.831, 1.138, 0.218], [2.094, 0.652, -1.213], [1.212, 2.814, 0.499]],
  "e_homo_ev": -11.70,
  "e_lumo_ha": -0.137,
  "orbital_gap_ev": 7.963,
  "spin_multiplicity": 1,
  "charge": 1
}

***

Short version: model x is the least stable of them.